Arrangement A

Here is an isolated ion of composition C3H8N3S and charge +1 from OMol25. Energies are from ωB97M-V/def2-TZVPD.

Atoms and positions in Å:
N -0.825 -1.572 0.500
C -0.927 -0.346 -0.013
N 0.277 0.524 0.084
C 1.515 0.162 0.387
N 2.564 0.971 0.422
C -1.934 0.109 -0.988
S -2.813 0.673 0.444
H -1.550 -2.314 0.381
H -0.108 -1.994 1.084
H 0.018 1.493 -0.071
H 1.654 -0.922 0.461
H 3.625 0.881 0.379
H 2.398 1.936 0.137
H -1.586 0.974 -1.532
H -2.307 -0.576 -1.675

Charge ... +1
HOMO ... -11.8 eV
Gap between HOMO and LUMO ... 7.40 eV
SMILES ... N[C@@]1(NC=[NH2+])CS1

Arrangement B

Here is a 2-piece molecular cluster, C3H8N3S overall from OMol25. Energies are from ωB97M-V/def2-TZVPD.

Atoms and positions in Å:
C -1.495 0.690 -0.322
C -1.982 0.207 0.920
C -0.253 -1.131 -0.380
N -0.791 -0.085 -1.083
N 0.229 -2.195 -1.128
N 2.089 1.705 0.610
S -1.485 -1.333 1.135
H -1.800 1.632 -0.819
H -2.596 0.886 1.605
H 0.605 -0.829 0.276
H 0.781 -2.795 -0.647
H -0.143 -2.411 -2.031
H 1.874 2.206 -0.280
H 3.014 1.251 0.557
H 1.952 2.201 1.586

Charge ... +1
HOMO ... -13.1 eV
Gap between HOMO and LUMO ... 6.43 eV

List of relative energies, unit eV: arrangement A 0.000; arrangement B 0.782

Arrangement A

Here is one molecule with the formula C2H5NO2 from OMol25. Energies are from ωB97M-V/def2-TZVPD.

Atoms and positions in Å:
N 1.808 0.087 -0.092
C 0.643 -0.736 0.243
C -0.685 -0.002 -0.047
O -1.669 -0.711 -0.162
O -0.615 1.325 0.113
H 1.577 0.632 -0.977
H 2.659 -0.336 -0.234
H 0.621 -1.193 1.208
H 0.671 -1.621 -0.387
H 0.339 1.428 0.256

HOMO ... -10.2 eV
Gap between HOMO and LUMO ... 10.85 eV
SMILES ... NCC(=O)O

Arrangement B

Here is one molecule with the formula C2H5NO2 from OMol25. Energies are from ωB97M-V/def2-TZVPD.

Atoms and positions in Å:
C 0.430 1.385 -0.961
N 0.088 -0.066 -0.552
O -1.339 -0.202 -0.536
C 0.761 -0.446 0.608
O 0.158 -1.006 1.548
H -0.336 2.044 -0.400
H 0.376 1.485 -2.078
H 1.368 1.777 -0.546
H -1.536 -0.696 0.265
H 1.810 -0.118 0.644

HOMO ... -9.7 eV
Gap between HOMO and LUMO ... 10.46 eV
SMILES ... CN(O)C=O

List of relative energies, unit eV: arrangement A 0.000; arrangement B 1.778